Record 1
{"formula": "C3H8FN", "method": "ωB97M-V/def2-TZVPD", "lumo_ev": 0.48, "e_tot_ha": -273.4590, "gap_ev": 9.922, "relative_energy_ev": 6.987, "elements": ["C", "C", "C", "H", "H", "H", "H", "H", "H", "H", "H", "N", "F"], "coordinates": [[1.85248, 0.25700, -0.00255], [-0.49652, -0.49975, -0.34412], [-1.87342, -0.40824, 0.26490], [2.13423, 1.62789, -0.13310], [2.30374, -0.26949, 1.58570], [2.30534, -0.42067, -0.97784], [-0.02238, 1.52625, -0.48553], [-0.51894, -0.59930, -1.40602], [0.40005, -1.29981, 0.10947], [-1.74089, -0.53253, 1.35093], [-2.51996, -1.03878, -0.14212], [0.36770, 0.66699, 0.24204], [-2.19143, 0.99043, -0.06177]], "forces_ev_per_angstrom": [[0.21, 4.53, 1.41], [4.34, -1.21, 3.66], [4.37, 3.82, 1.67], [0.58, -4.64, 0.50], [-0.87, 1.15, -4.37], [-1.63, 1.81, 3.03], [2.22, -2.63, 2.72], [0.19, 0.24, -0.84], [-3.68, 0.80, -1.28], [-0.62, 0.44, -0.35], [-3.21, -2.35, -1.75], [-1.27, -0.08, -4.99], [-0.62, -1.87, 0.60]]}


Record 2
{"formula": "C6H12O2", "method": "ωB97M-V/def2-TZVPD", "lumo_ev": [3.44, 3.36], "e_tot_ha": -386.1483, "gap_ev": [2.975, 6.096], "multiplicity": 2, "relative_energy_ev": 2.626, "s_squared": 0.778, "charge": -1, "elements": ["C", "C", "C", "C", "C", "C", "H", "H", "H", "H", "H", "H", "H", "H", "H", "H", "O", "H", "H", "O"], "coordinates": [[-1.01045, -0.96688, 1.45844], [-0.60359, -1.83923, 2.36914], [-0.64793, 0.36424, -0.58644], [-0.29347, -0.61879, 0.20956], [-0.35781, 1.98569, -2.30102], [0.11847, 0.92995, -1.66893], [-1.97161, -0.44974, 1.83552], [-0.92919, -2.14976, 3.42578], [0.20503, -2.37851, 1.87030], [-1.55612, 0.94046, -0.21802], [0.67113, -1.11887, 0.27326], [-1.42510, 2.14895, -2.25459], [0.16309, 2.75187, -2.75680], [1.15756, 0.64370, -1.88998], [1.65867, 3.83797, 1.46278], [2.33327, 3.56307, 0.03976], [1.65362, 3.19597, 0.70981], [0.55199, -4.30394, -0.34989], [-0.24465, -3.17532, -1.03291], [0.52710, -3.36084, -0.59575]], "forces_ev_per_angstrom": [[-2.40, 2.77, -0.63], [1.62, -2.65, 1.44], [-0.63, 3.07, -2.51], [-0.26, -3.47, 5.11], [-2.43, 1.33, -1.23], [0.31, -1.79, 2.35], [1.20, 0.00, -1.37], [0.14, 0.83, -2.03], [0.46, -0.67, 1.17], [0.97, -0.62, -1.00], [0.04, 0.18, -0.87], [-0.25, 0.37, 0.27], [1.39, 1.14, -1.29], [-0.30, -0.28, 0.57], [0.09, -0.77, -1.06], [-1.78, -0.86, 1.70], [1.69, 1.66, -0.59], [-0.35, 0.76, -0.31], [-3.11, 0.72, -1.47], [3.60, -1.70, 1.75]]}


Record 3
{"formula": "C10H9N", "method": "ωB97M-V/def2-TZVPD", "lumo_ev": 0.87, "e_tot_ha": -441.1813, "gap_ev": 8.392, "relative_energy_ev": 1.047, "elements": ["C", "C", "C", "C", "C", "C", "C", "C", "C", "C", "H", "H", "H", "H", "H", "H", "H", "H", "H", "N"], "coordinates": [[-1.87189, -0.79066, 0.46794], [-0.87426, -1.77536, 0.82581], [0.43170, -1.62296, 0.65682], [0.87512, -0.41797, -0.03018], [2.22030, -0.11477, -0.06370], [2.69894, 1.06425, -0.58973], [1.76250, 2.05721, -0.88568], [0.37395, 1.74026, -0.96394], [-0.14293, 0.54212, -0.56106], [-1.51027, 0.38710, -0.15460], [-3.74339, -0.14397, 0.68328], [-3.38803, -1.46819, 1.75603], [-1.35770, -2.61403, 1.45425], [1.02071, -2.38764, 1.12570], [2.76648, -1.06801, 0.13309], [3.74427, 1.31395, -0.66005], [2.04763, 3.01566, -1.24381], [-0.35156, 2.37276, -1.25301], [-2.23203, 1.04049, -0.57541], [-3.18362, -0.92518, 0.90998]], "forces_ev_per_angstrom": [[0.30, 1.06, 0.49], [-3.75, -0.98, 1.68], [0.04, 1.16, -0.87], [-2.14, 0.35, 0.04], [0.62, -2.00, -0.96], [-0.34, 0.67, 0.77], [-2.20, -1.23, -1.13], [3.74, -0.74, 0.59], [1.67, -2.41, 3.17], [1.24, -2.17, -1.21], [-0.78, 0.49, 0.26], [0.16, 0.65, -0.81], [1.25, 1.00, -1.13], [0.94, 0.10, -0.22], [0.57, 1.43, 0.15], [0.22, -0.21, 0.06], [0.42, 0.68, -0.09], [-1.91, 2.93, -1.08], [-0.69, 0.80, 0.13], [0.65, -1.57, 0.15]]}


Record 4
{"formula": "C28H15F4N4O5PRuSe2", "method": "ωB97M-V/def2-TZVPD", "lumo_ev": [-9.22, -9.21], "e_tot_ha": -7309.1015, "gap_ev": [5.331, 5.346], "relative_energy_ev": 0.944, "charge": 2, "elements": ["Ru", "O", "C", "O", "C", "O", "C", "C", "O", "O", "H", "H", "H", "H", "H", "Se", "P", "Se", "C", "C", "C", "C", "C", "C", "C", "C", "C", "C", "C", "C", "H", "H", "H", "H", "H", "H", "H", "H", "H", "H", "F", "C", "C", "F", "C", "C", "C", "F", "C", "C", "C", "N", "C", "N", "F", "C", "C", "N", "C", "N"], "coordinates": [[0.75325, 0.29871, 0.83274], [3.96445, 2.43564, 2.99115], [3.09392, 1.50376, 2.71318], [2.36293, 1.56160, 1.72915], [3.10970, 0.36827, 3.70319], [1.98197, -0.43594, 3.47739], [2.24181, -1.80961, 3.24993], [2.34457, -2.12778, 1.76049], [2.97852, -3.02949, 1.32172], [1.61422, -1.34078, 0.91433], [3.94054, 3.14875, 2.33222], [3.12192, 0.77057, 4.71901], [4.05507, -0.16469, 3.54528], [1.41666, -2.38136, 3.67819], [3.16731, -2.13361, 3.72578], [-0.84457, 0.04803, 2.56894], [-2.28318, -0.81290, 1.11253], [-0.90885, -0.62159, -0.61897], [-3.78898, 0.10562, 0.92064], [-3.93804, 1.07963, -0.06678], [-5.13420, 1.77041, -0.16048], [-6.16359, 1.49988, 0.73105], [-6.01104, 0.53615, 1.72108], [-4.82747, -0.17170, 1.81767], [-2.64213, -2.51928, 1.46947], [-3.32464, -3.24602, 0.48912], [-3.61672, -4.57763, 0.71409], [-3.24152, -5.17906, 1.91079], [-2.57599, -4.45397, 2.88776], [-2.26543, -3.12038, 2.66920], [-3.13225, 1.29229, -0.75751], [-5.26507, 2.51987, -0.92830], [-7.09697, 2.03979, 0.65034], [-6.81897, 0.33101, 2.40923], [-4.71826, -0.93897, 2.57433], [-3.63151, -2.77747, -0.43924], [-4.14143, -5.14853, -0.03902], [-3.47202, -6.22169, 2.08068], [-2.29758, -4.92622, 3.81947], [-1.74329, -2.55729, 3.43280], [2.29946, 0.82342, -1.12697], [2.41871, 1.40004, -2.35511], [2.91997, 0.63224, -3.34009], [3.17547, -0.62951, -3.09278], [3.27243, 1.18616, -4.64272], [3.08539, 2.62720, -4.75753], [2.57563, 3.37928, -3.75620], [2.35913, 4.66450, -3.95531], [2.15838, 2.81232, -2.49857], [1.54351, 3.57714, -1.51624], [0.81369, 2.88651, -0.52761], [0.24589, 2.18134, 0.18760], [1.57800, 5.00229, -1.43324], [1.64278, 6.13825, -1.28002], [3.36166, 3.19791, -5.90356], [3.75193, 0.41586, -5.66770], [3.81761, -1.01559, -5.60975], [3.83838, -2.16288, -5.56826], [4.22316, 0.95118, -6.91010], [4.65572, 1.31833, -7.90847]], "forces_ev_per_angstrom": [[-1.48, -1.13, 0.98], [0.01, -0.04, 0.05], [0.00, 0.05, -0.01], [0.07, -0.11, 0.16], [-0.04, 0.01, -0.23], [0.13, -0.02, 0.35], [0.01, 0.05, -0.26], [0.16, 0.15, 0.52], [-0.03, -0.03, -0.04], [0.34, 0.60, -0.54], [0.02, 0.03, -0.01], [-0.04, 0.02, -0.03], [-0.03, -0.01, 0.06], [0.00, -0.01, -0.05], [-0.04, -0.07, 0.02], [0.61, 0.28, -0.34], [-0.04, -0.06, -0.47], [-0.21, 0.07, 0.08], [-0.06, -0.02, 0.04], [0.05, 0.08, 0.02], [0.02, 0.00, 0.02], [-0.01, -0.01, 0.01], [-0.01, 0.01, -0.01], [0.00, -0.02, -0.03], [0.05, -0.04, 0.17], [-0.05, 0.06, -0.02], [0.00, -0.01, 0.02], [0.01, 0.00, 0.00], [0.02, 0.01, -0.01], [0.02, 0.00, 0.00], [0.00, -0.03, 0.00], [0.00, 0.00, -0.02], [-0.01, 0.01, 0.00], [-0.01, -0.01, 0.00], [0.01, -0.02, 0.00], [0.01, 0.01, 0.00], [0.00, 0.00, -0.01], [-0.02, -0.01, 0.01], [0.00, 0.00, 0.01], [-0.01, 0.00, 0.00], [-0.03, 0.12, -0.32], [0.02, -0.01, 0.05], [0.06, 0.10, -0.16], [-0.01, 0.00, 0.02], [0.01, -0.02, -0.02], [0.00, -0.12, 0.09], [0.10, -0.11, 0.04], [0.02, 0.03, -0.02], [-0.09, 0.02, -0.10], [-0.01, -0.12, -0.13], [0.20, 0.09, -0.01], [0.44, 0.05, -0.13], [0.02, -0.05, -0.02], [-0.06, 0.05, 0.01], [-0.01, 0.02, 0.02], [-0.07, 0.08, 0.05], [-0.04, 0.12, 0.21], [0.04, -0.03, -0.08], [-0.04, 0.01, 0.15], [-0.01, 0.00, -0.07]]}


Record 5
{"formula": "C9H7ClOS2", "method": "ωB97M-V/def2-TZVPD", "lumo_ev": 0.14, "e_tot_ha": -1678.8874, "gap_ev": 9.035, "relative_energy_ev": 0.000, "elements": ["C", "C", "C", "C", "C", "C", "C", "C", "C", "O", "S", "S", "Cl", "H", "H", "H", "H", "H", "H", "H"], "coordinates": [[-2.75257, -1.11741, 0.30110], [-1.43278, -0.72270, -0.11149], [-3.33584, -0.14343, 1.00658], [-1.12034, 0.60741, 0.23167], [0.87441, 0.59347, -1.29459], [2.11125, 0.17726, -0.99768], [3.88688, 0.75317, 0.72150], [0.11563, 1.30421, -0.12162], [2.54428, 0.25316, 0.42126], [4.59354, 1.14997, -0.18224], [-2.46504, 1.31101, 1.04436], [1.35759, 1.22932, 1.29049], [2.69133, -1.54684, 1.04785], [-2.97068, -2.16525, 0.10062], [-0.64660, -1.18782, -0.67052], [-4.07003, -0.19962, 1.77637], [0.44606, 0.53480, -2.32759], [2.86774, -0.15080, -1.75453], [4.05757, 0.62508, 1.83196], [-0.18440, 2.43880, -0.18650]], "forces_ev_per_angstrom": [[2.69, -1.39, -0.96], [0.15, 3.01, 0.36], [-0.67, 0.52, 0.93], [-1.76, -2.37, -0.39], [0.23, 1.32, 0.17], [0.20, 0.13, -1.24], [1.02, 0.12, -0.66], [0.48, 1.08, -0.21], [-1.50, -1.28, -0.30], [-0.06, -0.15, 1.66], [0.83, 0.21, 0.12], [-0.69, 0.28, -0.01], [-0.19, 0.66, -0.19], [-0.83, 0.38, 0.52], [-0.25, -1.06, -0.22], [-1.05, -0.24, -0.22], [0.33, 0.17, 1.22], [-0.98, -0.02, 0.83], [0.87, 0.63, -0.84], [1.17, -2.00, -0.57]]}


Record 6
{"formula": "H4I2Si2", "method": "ωB97M-V/def2-TZVPD", "lumo_ev": -1.22, "e_tot_ha": -1176.7352, "gap_ev": 7.519, "relative_energy_ev": 1.817, "elements": ["Si", "Si", "I", "I", "H", "H", "H", "H"], "coordinates": [[-2.17045, 0.64584, 0.54219], [3.81851, -1.60746, -0.49214], [-1.18176, -1.12819, -0.80852], [4.09925, 0.86206, -0.50724], [-0.88179, 1.21198, 0.87206], [-3.18731, 0.17406, 1.49009], [-2.80780, 1.44519, -0.47389], [2.31136, -1.60349, -0.62254]], "forces_ev_per_angstrom": [[0.21, -0.56, -0.94], [0.19, 0.08, 0.01], [-0.14, -0.55, -0.09], [-0.15, -0.26, 0.00], [0.05, 0.56, 0.92], [0.29, 0.00, 0.33], [-0.40, 0.56, -0.21], [-0.04, 0.18, -0.01]]}


Record 7
{"formula": "C4H6ClN3O", "method": "ωB97M-V/def2-TZVPD", "lumo_ev": 0.61, "e_tot_ha": -855.6107, "gap_ev": 8.434, "relative_energy_ev": 2.990, "elements": ["C", "C", "C", "C", "N", "N", "N", "O", "Cl", "H", "H", "H", "H", "H", "H"], "coordinates": [[-0.54930, 1.23248, -0.24523], [-1.86736, 1.13503, -0.32495], [-0.75431, -1.05026, -0.37154], [1.44714, -0.40898, 0.39121], [-0.63098, -2.28194, -0.41286], [0.15560, -0.08344, -0.32879], [-2.25219, -0.14172, -0.52733], [-2.74861, 2.10494, -0.15577], [-3.56927, -0.84010, 0.28144], [-0.01152, 2.06445, -0.17613], [2.24520, 0.17145, -0.03209], [1.33010, -0.09706, 1.42099], [1.41043, -1.47530, 0.25178], [-1.46063, -2.82490, -0.30000], [-3.63843, 1.81770, -0.56433]], "forces_ev_per_angstrom": [[0.28, -3.71, -0.15], [0.67, -0.30, 1.09], [-2.84, 1.15, -0.69], [-2.37, 0.86, -0.62], [0.27, -0.17, 0.24], [-0.58, 2.61, 0.66], [2.30, -3.63, -1.02], [-2.75, 0.33, -0.96], [-0.21, 0.15, 0.31], [2.17, 3.20, 0.07], [0.48, -0.27, -0.48], [0.03, -0.24, 0.41], [1.17, -0.38, 0.28], [-0.61, -0.28, -0.06], [1.99, 0.65, 0.92]]}


Record 8
{"formula": "C24H32ClO5V", "method": "ωB97M-V/def2-TZVPD", "lumo_ev": [2.11, 2.11], "e_tot_ha": -2714.0566, "gap_ev": [3.681, 3.386], "multiplicity": 2, "relative_energy_ev": 0.000, "s_squared": 0.778, "charge": -1, "elements": ["C", "C", "C", "C", "H", "H", "C", "H", "H", "C", "H", "H", "C", "C", "C", "O", "O", "O", "O", "C", "H", "H", "H", "C", "H", "H", "H", "O", "H", "H", "C", "C", "H", "H", "H", "H", "H", "H", "V", "C", "C", "C", "H", "C", "C", "H", "H", "H", "H", "C", "C", "C", "H", "C", "C", "H", "H", "H", "H", "Cl", "C", "H", "H"], "coordinates": [[0.28662, -0.42545, -3.43171], [-0.10978, -0.93670, -2.04357], [0.03009, 1.09626, -3.41649], [-1.04379, 1.32050, -2.32058], [-0.31603, 1.39038, -4.41464], [0.96391, 1.62712, -3.19274], [-1.31930, -0.06983, -1.66588], [0.72395, -0.71869, -1.35820], [-0.33034, -2.01547, -2.03737], [-1.50421, 0.16075, -0.17345], [-2.23490, -0.52616, -2.07468], [-1.96661, 1.69916, -2.79481], [-0.73185, 2.22894, -1.07337], [1.65570, -0.85985, -3.92518], [-0.51789, -1.14605, -4.52416], [-0.98451, -0.62701, -5.52094], [2.45650, -1.47386, -3.24540], [1.82510, -0.58052, -5.23363], [-0.56579, -2.47709, -4.29818], [-0.73036, -3.32273, -5.44370], [-0.40043, -4.31384, -5.13009], [-0.11152, -2.97078, -6.27304], [-1.77261, -3.37914, -5.76268], [3.03870, -1.06565, -5.81532], [3.91080, -0.52443, -5.44191], [2.92945, -0.88550, -6.88206], [3.17503, -2.13363, -5.62617], [-1.16124, 1.51679, 0.12890], [-0.87443, -0.49066, 0.45745], [-2.55858, -0.01573, 0.10745], [-1.50733, 3.54376, -1.15023], [0.75073, 2.53231, -0.85233], [1.17752, 3.10334, -1.68388], [1.32426, 1.60818, -0.71352], [0.86652, 3.12309, 0.06528], [-1.43383, 4.10133, -0.20858], [-2.56507, 3.35294, -1.36551], [-1.10780, 4.16996, -1.95751], [-0.03118, -0.07215, 4.27056], [-2.04071, -0.18952, 5.44004], [-2.40173, 0.05233, 4.07328], [-1.83070, -0.97543, 3.25961], [-3.02385, 0.86964, 3.71120], [-1.16664, -1.90867, 4.14086], [-1.25956, -1.38618, 5.49053], [-0.87518, -1.84849, 6.40024], [-2.29339, 0.41918, 6.30629], [-2.00434, -1.12884, 2.19794], [-0.72236, -2.85697, 3.84218], [2.31122, 0.58215, 4.59245], [1.84300, -0.37219, 5.55585], [1.51544, -1.57716, 4.84598], [1.83612, -0.24554, 6.63875], [1.71337, -1.33618, 3.43221], [2.22250, -0.00151, 3.29057], [2.63665, 0.41438, 2.37399], [2.72616, 1.55935, 4.84056], [1.27740, -2.53089, 5.31364], [1.62138, -2.07483, 2.63858], [-0.14583, 2.11737, 2.89141], [-0.31982, 1.99414, 4.64109], [0.46063, 2.54098, 5.17416], [-1.31528, 2.33895, 4.93043]], "forces_ev_per_angstrom": [[-0.52, -0.62, -0.64], [0.38, 0.13, 0.19], [0.03, -0.06, 0.00], [-0.52, -0.19, 0.65], [0.11, 0.11, 0.31], [-0.22, -0.14, -0.08], [0.06, -0.21, -0.51], [-0.22, -0.23, -0.11], [0.27, 0.49, 0.12], [-0.18, 0.18, 0.54], [0.27, 0.15, -0.03], [0.37, -0.12, 0.24], [0.27, 0.08, 0.38], [1.15, -0.71, 1.37], [-1.42, 0.68, -1.16], [0.35, -0.64, 1.07], [-0.56, 0.79, -0.96], [0.38, -0.03, 0.40], [0.41, 0.08, -0.17], [-0.13, -0.06, -0.01], [-0.02, 0.14, 0.02], [-0.11, 0.05, 0.10], [0.06, 0.16, 0.04], [0.13, -0.03, -0.17], [-0.15, -0.03, 0.09], [0.02, -0.01, 0.02], [-0.09, 0.15, 0.07], [-0.21, 0.00, -1.56], [-0.17, 0.13, -0.30], [0.36, 0.14, 0.05], [-0.13, -0.01, 0.00], [0.11, -0.03, 0.02], [-0.01, -0.04, 0.07], [-0.06, 0.12, -0.08], [-0.11, -0.17, -0.17], [0.04, -0.20, -0.16], [0.12, 0.02, 0.11], [-0.03, -0.08, 0.08], [0.37, -0.04, 0.65], [0.55, -1.00, -0.36], [0.40, -0.38, 0.06], [-0.14, -0.81, 0.60], [0.43, -0.09, 0.08], [-1.29, 0.45, 0.67], [-1.60, -0.41, -0.44], [-0.05, 0.20, -0.37], [0.16, -0.08, -0.34], [0.08, 0.07, 0.35], [0.05, 0.47, 0.11], [-0.14, -0.76, -0.67], [0.09, -0.28, -0.29], [0.93, 0.70, -0.60], [0.01, -0.03, -0.40], [0.36, 0.48, 0.76], [0.70, -0.40, 0.95], [-0.47, 0.07, 0.20], [-0.38, -0.20, -0.22], [-0.23, 0.36, -0.24], [-0.06, 0.27, 0.18], [-0.05, 1.36, -1.25], [0.11, -0.28, 1.26], [-0.06, 0.21, -0.34], [0.23, 0.12, -0.17]]}